1.
DFT (ωB97M-V/def2-TZVPD) results for a cluster of 2 separate species, C4H12N3 in total.

XYZ file:
```
19
Properties=species:S:1:pos:R:3:mulliken_charge:R:1
C 0.9650 0.2634 -2.6509 -0.8360
C 1.3521 1.4350 -0.6119 -0.1306
N 0.6465 0.6132 -1.2696 0.0528
H 0.0925 0.4336 -3.2842 0.3123
H 1.1433 -0.8116 -2.6580 0.3258
H 1.7901 0.8345 -3.0658 0.3376
H 2.0605 2.0731 -1.1361 0.2569
H 1.2816 1.5187 0.4639 0.2964
H -0.3023 0.0943 -0.8236 0.3726
C -1.4436 -0.5947 1.1833 -0.2836
C -0.2847 -0.7732 1.8222 -0.3478
N -0.2466 -0.7781 3.2446 -0.6234
N -1.5315 -0.5568 -0.2792 -0.5668
H -2.3230 -0.4014 1.7840 0.3191
H 0.6308 -0.9682 1.2752 0.3758
H -0.4779 0.1593 3.5677 0.2550
H 0.7046 -0.9782 3.5406 0.2779
H -2.3777 -0.0478 -0.5177 0.2867
H -1.6799 -1.5151 -0.5846 0.3195
```

As for the charge: +1. The calculation puts the highest occupied orbital energy at -0.45349 Ha. The max |F| is 1.299 eV/Å. For the gap between HOMO and LUMO, the calculation gives 8.272 eV. The multiplicity is 1. For the total energy, the calculation gives -8805.2425 eV.


2.
DFT (ωB97M-V/def2-TZVPD) results for a structure of composition C51H53AsIrNO2PSb.

XYZ file:
```
111
Properties=species:S:1:pos:R:3:mulliken_charge:R:1
Ir -0.0730 -1.1470 0.7795 3.2829
O 2.3790 2.0799 1.3627 -0.7113
C 1.5955 1.1416 1.4042 0.1997
O 0.8263 0.7731 0.4422 -1.0792
C 1.5052 0.3597 2.7054 0.8595
C 2.2235 0.7393 3.8194 -0.6309
C 2.0882 0.0031 4.9889 -0.6193
C 1.2343 -1.0885 5.0041 -0.9230
C 0.5530 -1.4195 3.8480 -0.0598
N 0.6907 -0.7135 2.7208 -0.1826
H 2.8743 1.5990 3.7517 0.5620
H 2.6391 0.2797 5.8779 0.5024
H 1.0945 -1.6811 5.8970 0.4819
H -0.1229 -2.2630 3.8107 0.4904
C -4.7494 1.0950 4.1797 -0.5568
C -4.5359 -0.2765 4.1864 -0.7941
C -3.8991 -0.8865 3.1149 -0.2663
C -3.4856 -0.1125 2.0365 0.8443
C -3.6854 1.2637 2.0303 -0.5837
C -4.3247 1.8643 3.1045 -0.7591
As -2.5500 -0.9374 0.5645 0.9443
C -3.3301 -2.6860 0.3416 -0.0405
C -3.0838 -3.8290 1.0523 0.0550
C -3.7373 -5.0138 0.6824 -1.0608
C -4.6251 -5.0441 -0.4023 -0.9446
C -4.8665 -3.9056 -1.1300 -0.8036
C -4.2149 -2.7030 -0.7773 0.2343
C -4.3457 -1.4651 -1.4772 0.9416
C -5.1988 -1.2467 -2.5803 -0.7550
C -5.2407 -0.0086 -3.1718 -0.8729
C -4.4290 1.0288 -2.6947 -0.9208
C -3.5650 0.8344 -1.6073 -0.6860
C -3.5391 -0.3911 -0.9979 0.4902
H -5.2543 1.5652 5.0127 0.4313
H -4.8763 -0.8743 5.0212 0.4583
H -3.7562 -1.9608 3.1206 0.3403
H -3.3603 1.8732 1.1951 0.2481
H -4.4975 2.9321 3.1000 0.4451
H -2.4022 -3.8362 1.8915 0.5364
H -3.5551 -5.9207 1.2454 0.4825
H -5.1203 -5.9698 -0.6615 0.4546
H -5.5498 -3.9333 -1.9686 0.4623
H -5.8257 -2.0462 -2.9529 0.4584
H -5.9014 0.1710 -4.0088 0.4566
H -4.4731 1.9996 -3.1717 0.4519
H -2.9376 1.6482 -1.2695 0.5536
C 1.5548 4.8320 -3.3456 -1.4182
C 1.5395 5.4989 -1.9787 0.3787
C 2.3541 6.7869 -1.9557 -1.3742
Sb 2.2774 4.1717 -0.3593 0.5507
C 1.2680 4.9162 1.3979 0.5710
C -0.2010 4.5044 1.3797 -1.3398
C 1.4330 6.4252 1.5523 -1.5647
C 4.3971 4.5969 -0.0853 0.4521
C 4.9040 4.1530 1.2777 -1.3211
C 5.2209 4.0304 -1.2340 -1.4319
H 1.0513 5.4749 -4.0706 0.4295
H 1.0522 3.8645 -3.3488 0.3276
H 2.5771 4.6839 -3.6985 0.3246
H 0.5082 5.6934 -1.6750 0.3336
H 3.3670 6.6132 -2.3240 0.3174
H 2.4178 7.2527 -0.9711 0.2878
H 1.8854 7.5112 -2.6274 0.4618
H 1.7754 4.4047 2.2165 0.2899
H -0.7416 5.0068 0.5732 0.3425
H -0.6820 4.7945 2.3163 0.4428
H -0.3299 3.4254 1.2544 0.1933
H 0.8843 6.9729 0.7834 0.3571
H 2.4768 6.7433 1.5228 0.3462
H 1.0277 6.7323 2.5191 0.4863
H 4.4110 5.6917 -0.1364 0.3309
H 4.8511 3.0699 1.3874 0.1994
H 4.3481 4.6087 2.0984 0.3101
H 5.9486 4.4533 1.3809 0.5144
H 5.2138 2.9387 -1.2183 0.3456
H 6.2578 4.3571 -1.1364 0.4282
H 4.8631 4.3600 -2.2113 0.3059
C 1.0982 -7.0075 1.1061 -0.5902
C 0.6840 -5.9554 1.9110 -0.7067
C 0.5653 -4.6823 1.3716 0.2833
C 0.8553 -4.4613 0.0284 0.5758
C 1.2898 -5.5191 -0.7730 -0.4737
C 1.4027 -6.7896 -0.2334 -0.7868
P 0.7508 -2.8043 -0.6609 0.4190
C 2.3659 -2.3575 -1.3111 0.7032
C 2.6841 -2.4696 -2.6626 -0.3371
C 3.9698 -2.1712 -3.0902 -0.7597
C 4.9322 -1.7671 -2.1763 -0.6197
C 4.6174 -1.6585 -0.8264 -0.8019
C 3.3364 -1.9521 -0.3930 -0.6189
C -0.4395 -2.8044 -2.0194 0.2891
C -0.5735 -1.6396 -2.7825 -0.4075
C -1.5100 -1.5845 -3.8035 -0.9570
C -2.3155 -2.6867 -4.0690 -0.5441
C -2.1972 -3.8374 -3.3008 -0.7387
C -1.2709 -3.8968 -2.2687 -0.6481
H 1.2004 -7.9996 1.5255 0.4499
H 0.4715 -6.1254 2.9586 0.4738
H 0.2646 -3.8504 2.0008 -0.2198
H 1.5466 -5.3515 -1.8132 0.4870
H 1.7392 -7.6100 -0.8529 0.4552
H 1.9415 -2.7939 -3.3812 0.4741
H 4.2216 -2.2644 -4.1381 0.4750
H 5.9355 -1.5448 -2.5146 0.4585
H 5.3735 -1.3549 -0.1150 0.4977
H 3.0967 -1.8858 0.6641 0.3823
H 0.0686 -0.7864 -2.5900 0.6029
H -1.5964 -0.6908 -4.4080 0.4841
H -3.0225 -2.6541 -4.8881 0.4786
H -2.8123 -4.7017 -3.5195 0.4980
H -1.1770 -4.8009 -1.6784 0.4277
```

As for the charge: +3. The calculation puts the highest occupied orbital energy (spin up / spin down) at -0.55233 / -0.55191 Ha. The max |F| is 1.976 eV/Å. Its expectation value of S² is 8.767. For the gap between HOMO and LUMO (spin up / spin down), the calculation gives 7.345 / 4.109 eV. The multiplicity is 6. For the total energy, the calculation gives -138809.6987 eV.


3.
DFT (ωB97M-V/def2-TZVPD) results for an isolated molecule of C4H7N5O.

XYZ file:
```
17
Properties=species:S:1:pos:R:3:mulliken_charge:R:1
C -2.3760 -0.3741 3.5994 0.0699
C -1.3995 -0.0602 0.1467 0.5152
C 1.0335 -0.3849 0.2932 -0.7243
C -0.0448 0.5877 -1.7768 -0.9184
N -2.2758 -0.2523 2.3330 -0.2521
N -1.1181 -0.6946 4.0828 -0.0298
N -1.2997 -0.4465 1.5998 -0.0292
N -0.1103 -0.7274 3.5611 -0.3208
N -0.1821 0.0135 -0.3909 0.0628
O -2.3856 0.3154 -0.4467 -0.5767
H -3.2295 -0.1041 4.2901 0.3353
H 1.8882 0.2030 -0.1627 0.3384
H 0.7129 -0.2195 1.3385 0.3826
H 1.2985 -1.4768 0.0537 0.2089
H -0.9841 0.4273 -2.2512 0.3662
H 0.2908 1.7742 -1.7014 0.2477
H 0.8327 0.1061 -2.3606 0.3241
```

The calculation puts the highest occupied orbital energy (spin up / spin down) at -0.25050 / -0.33734 Ha. The max |F| is 6.476 eV/Å. Its expectation value of S² is 2.008. For the gap between HOMO and LUMO (spin up / spin down), the calculation gives 7.062 / 6.662 eV. The multiplicity is 3. For the total energy, the calculation gives -13753.0874 eV.


4.
DFT (ωB97M-V/def2-TZVPD) results for a structure of composition C4H7NO.

XYZ file:
```
13
Properties=species:S:1:pos:R:3:mulliken_charge:R:1
C -0.8384 -1.1958 0.3513 -0.8580
C -0.4094 -0.2675 -1.2799 -0.5132
C -0.0213 0.5155 0.8960 -0.6002
N 1.0635 1.2413 0.3585 -0.4808
C 1.4916 0.9606 -0.7889 0.1577
O 0.9179 -0.0369 -1.5122 -0.2392
H -1.8201 -1.3928 -0.0892 0.3286
H -0.1811 -2.0477 0.1670 0.3135
H -1.0371 -1.1780 1.4322 0.3570
H -0.9121 0.7102 -1.1674 0.3009
H -0.9109 1.1333 1.0202 0.3726
H 0.3042 0.1250 1.8631 0.4717
H 2.3532 1.4329 -1.2507 0.3895
```

The calculation puts the highest occupied orbital energy at -0.29260 Ha. The max |F| is 0.418 eV/Å. For the gap between HOMO and LUMO, the calculation gives 8.695 eV. The multiplicity is 1. For the total energy, the calculation gives -7792.8435 eV.